{"formula": "C5H7O5P", "method": "ωB97M-V/def2-TZVPD", "elements": ["C", "C", "C", "C", "C", "O", "O", "O", "O", "O", "P", "H", "H", "H", "H", "H", "H", "H"], "positions_angstrom": [[1.8401, -0.3995, 0.0296], [1.2358, -0.0564, 1.2225], [3.2572, -0.3812, -0.0812], [-0.3054, -0.0509, 1.1534], [-2.2184, -0.2708, -2.4245], [3.8727, -0.1674, 1.1381], [-2.5222, 2.3213, -1.6077], [3.9325, -0.5030, -1.1203], [-4.1453, 0.6990, -0.5959], [1.7553, 0.0438, 2.4043], [-2.9503, 0.8869, -1.4753], [-0.5879, 0.8941, 0.7373], [-0.7636, -0.0035, 2.1739], [-0.7680, -0.7687, 0.4367], [-1.2294, -0.1567, -2.8453], [1.2121, -0.5444, -0.8223], [-2.5167, -1.3344, -2.0710], [2.9854, 0.0645, 1.6002]], "nbo_charge": [-0.62, 0.44, 0.74, -0.69, -1.30, -0.75, -1.15, -0.72, -1.14, -0.75, 2.15, 0.23, 0.20, 0.23, 0.23, 0.21, 0.21, 0.49], "e_tot_ev": -24826.1061, "total_charge": -2, "gap_ev": 7.74}